Molecular formula: C36H50O8
Method: DFT, ωB97M-V/def2-TZVPD

## Properties
Total energy, eV: -54522.61096
Structure (SMILES): O=C1C=C(CCc2ccccc2)C(=O)c2ccccc21.CC(C)=O.CC(C)=O.CC(C)=O.CC(C)=O.CC(C)=O.CC(C)=O
Highest occupied orbital energy, eV: -8.57
HOMO-LUMO gap, eV: 8.335
Lowest unoccupied orbital energy, eV: -0.23

Each line ends with the Löwdin charge.
Geometry (Å):
1 O -4.703 4.505 -3.570  0.064
2 O -10.025 3.601 -3.139  0.066
3 O -2.113 1.454 -1.445  0.131
4 O 8.330 -0.998 3.601  0.060
5 O 5.587 -1.797 -0.545  0.052
6 O 1.307 -4.853 -5.132  0.050
7 O -0.308 2.403 4.232  0.064
8 O -1.147 -3.016 0.144  0.115
9 C 1.313 -6.825 -3.805  -0.022
10 C -0.913 0.443 0.323  -0.151
11 C -0.370 -1.587 -1.564  -0.099
12 C 6.336 -4.025 -0.190  -0.021
13 C -12.300 2.995 -2.806  -0.024
14 C 8.233 0.786 5.168  -0.023
15 C 0.647 -2.112 -3.670  -0.050
16 C -5.494 3.708 -3.118  -0.500
17 C -5.034 2.462 -2.398  -0.025
18 C 2.460 2.217 2.172  -0.048
19 C -1.393 2.049 6.317  -0.020
20 C -0.794 1.683 1.139  -0.111
21 C -1.311 0.626 -1.106  -0.300
22 C -0.758 -1.919 -0.167  -0.340
23 C 0.708 -5.844 -4.779  -0.496
24 C -10.338 1.557 -1.967  -0.019
25 C 0.341 -0.843 -4.162  -0.046
26 C 4.226 0.613 1.754  -0.085
27 C 6.511 -2.528 -0.269  -0.486
28 C -0.677 -6.152 -5.289  -0.020
29 C -6.985 3.910 -3.244  -0.042
30 C -0.318 0.069 -3.341  0.003
31 C 2.315 0.767 0.270  -0.026
32 C 3.530 0.186 0.629  -0.069
33 C 6.987 -1.438 5.512  -0.023
34 C 7.885 -1.982 0.022  -0.017
35 C 1.763 1.792 1.041  -0.221
36 C -0.652 -0.311 -2.049  -0.105
37 C 7.895 -0.592 4.653  -0.505
38 C 0.283 -2.496 -2.385  0.007
39 C -0.578 2.842 5.326  -0.488
40 C 3.675 1.636 2.527  -0.089
41 C -0.656 -0.785 0.777  0.076
42 C 0.465 2.457 0.665  -0.120
43 C -10.808 2.801 -2.685  -0.497
44 C -0.114 4.211 5.762  -0.019
45 H -0.712 1.461 2.195  0.091
46 H 0.617 -0.546 -5.161  0.106
47 H 0.688 -6.900 -2.914  0.086
48 H 7.442 -1.602 6.490  0.084
49 H -12.753 3.048 -1.815  0.084
50 H 7.869 -0.899 -0.066  0.085
51 H -5.405 1.576 -2.917  0.086
52 H -0.993 -5.370 -5.976  0.083
53 H 1.175 -2.810 -4.304  0.080
54 H 0.518 -3.476 -1.999  0.118
55 H -3.951 2.429 -2.372  0.049
56 H -10.712 1.553 -0.942  0.085
57 H -0.366 -0.967 1.800  0.135
58 H -12.742 2.163 -3.355  0.084
59 H -0.679 -7.110 -5.812  0.085
60 H -7.431 3.083 -3.794  0.077
61 H 0.431 3.484 1.015  0.116
62 H 8.738 0.712 6.132  0.085
63 H 6.823 -2.399 5.031  0.080
64 H 2.072 3.004 2.802  0.098
65 H -1.380 -6.199 -4.456  0.087
66 H 0.516 4.127 6.649  0.086
67 H 5.174 0.178 2.029  0.091
68 H -12.502 3.921 -3.340  0.081
69 H -0.565 1.067 -3.666  0.121
70 H 5.303 -4.282 -0.417  0.080
71 H 6.993 -4.516 -0.910  0.084
72 H -0.974 4.841 5.994  0.086
73 H 8.610 -2.388 -0.685  0.085
74 H -1.637 2.338 0.931  0.122
75 H -5.414 2.462 -1.374  0.086
76 H 6.580 -4.376 0.813  0.085
77 H -0.815 1.879 7.226  0.085
78 H -2.304 2.592 6.571  0.086
79 H 1.839 0.411 -0.632  0.106
80 H 0.459 4.672 4.961  0.080
81 H 3.958 -0.591 0.007  0.071
82 H 7.321 1.374 5.288  0.083
83 H 4.203 1.962 3.413  0.090
84 H -9.250 1.538 -1.948  0.075
85 H -7.441 3.966 -2.256  0.078
86 H 6.026 -0.938 5.646  0.085
87 H 1.391 -7.810 -4.268  0.085
88 H 8.888 1.287 4.460  0.082
89 H -1.661 1.089 5.881  0.082
90 H -10.702 0.667 -2.482  0.086
91 H 8.179 -2.250 1.039  0.076
92 H 2.305 -6.486 -3.518  0.081
93 H 0.448 2.519 -0.426  0.117
94 H -7.184 4.837 -3.777  0.083

=====

Molecular formula: C22H29N3O2S
Method: DFT, ωB97M-V/def2-TZVPD

## Properties
Total energy, eV: -42669.64086
Relative energy (zero: lowest compared OMol25 entry of this formula, charge and spin), kJ/mol: 1666.13
Highest occupied orbital energy, eV: -7.80
HOMO-LUMO gap, eV: 6.859
Lowest unoccupied orbital energy, eV: -0.94

Each line ends with the Löwdin charge.
Geometry (Å):
1 S 1.892 -0.655 -0.287  1.153
2 O -0.442 2.547 -0.910  -0.141
3 O 5.084 2.831 -0.586  0.172
4 N -1.008 0.187 -0.877  0.012
5 N -4.432 0.310 0.300  -0.180
6 N 5.919 0.819 -0.226  0.064
7 C 2.439 1.448 -0.829  -0.144
8 C 4.536 -2.765 0.205  -0.100
9 C 3.502 -0.400 -0.437  -0.413
10 C 4.561 -1.265 0.033  -0.093
11 C 1.243 0.883 -0.739  -0.446
12 C 7.350 1.519 -0.671  0.034
13 C -5.126 1.337 1.798  -0.047
14 C -2.400 0.403 -0.959  -0.106
15 C -7.790 -2.400 -0.237  -0.098
16 C 3.674 1.059 -0.497  -0.120
17 C -4.794 2.707 1.402  -0.122
18 C 5.572 -3.440 0.445  -0.066
19 C 6.974 -2.692 0.269  -0.025
20 C 7.959 1.694 0.957  -0.035
21 C -5.188 -0.721 0.096  -0.361
22 C -6.283 -0.223 -0.779  -0.188
23 C 4.960 1.708 -0.514  -0.557
24 C -3.090 0.146 0.597  -0.216
25 C -0.026 1.138 -0.795  -0.379
26 C 6.991 -1.403 0.211  -0.100
27 C 5.863 -0.631 -0.221  -0.068
28 C -6.991 -1.537 -1.364  -0.209
29 H 7.236 2.391 -1.036  0.012
30 H -8.274 -3.270 -0.694  0.058
31 H -7.701 -1.111 -2.177  0.117
32 H -3.470 2.876 1.329  0.177
33 H -2.651 1.529 -1.100  0.154
34 H 7.986 -1.069 -0.041  0.100
35 H -5.177 2.949 0.462  0.041
36 H 7.240 2.534 1.423  0.113
37 H -2.669 0.839 1.380  0.097
38 H 8.869 1.945 0.891  -0.057
39 H 2.348 2.691 -1.073  0.218
40 H -5.231 3.383 2.118  0.058
41 H -8.502 -1.713 0.471  0.127
42 H -4.583 -1.284 -0.547  0.114
43 H 7.778 -3.365 0.522  0.099
44 H -5.986 1.013 1.629  -0.019
45 H -2.844 -0.275 -1.529  0.052
46 H -6.048 0.378 -1.601  0.086
47 H -4.451 0.774 2.566  0.138
48 H -7.138 0.306 -0.221  0.129
49 H -2.738 -0.847 1.112  0.130
50 H -5.710 -1.148 1.081  0.170
51 H 7.869 0.740 1.692  0.110
52 H 3.474 -3.091 0.175  0.113
53 H -7.145 -2.910 0.289  -0.030
54 H -0.637 -0.753 -0.315  0.182
55 H 8.075 0.667 -0.909  0.109
56 H 5.483 -4.570 0.531  0.126
57 H -6.351 -2.212 -1.812  0.054

=====

Molecular formula: C6H12N2
Method: DFT, ωB97M-V/def2-TZVPD

## Properties
Total energy, eV: -9396.40167
Relative energy (zero: lowest compared OMol25 entry of this formula, charge and spin), kJ/mol: 43.23
Structure (SMILES): Cc1c[nH]cn1.CC
Highest occupied orbital energy, eV: -8.60
HOMO-LUMO gap, eV: 9.493
Lowest unoccupied orbital energy, eV: 0.89

Each line ends with the Löwdin charge.
Geometry (Å):
1 N 0.296 1.278 0.902  0.042
2 N 0.935 0.146 2.694  0.092
3 C 0.253 -0.281 -2.704  -0.166
4 C -0.296 -2.010 2.364  -0.047
5 C 1.029 1.286 2.057  -0.197
6 C -0.531 1.034 -2.601  -0.172
7 C -0.380 0.078 0.871  -0.083
8 C 0.057 -0.613 1.974  -0.366
9 H 1.739 2.031 2.366  0.112
10 H -1.116 -0.276 0.206  0.103
11 H -1.573 0.764 -2.465  0.059
12 H 0.720 -0.634 -1.792  0.050
13 H -0.127 1.714 -1.848  0.041
14 H 0.470 -2.708 2.050  0.071
15 H -0.397 -1.047 -3.125  0.060
16 H 1.004 -0.182 -3.493  0.060
17 H -1.279 -2.268 1.978  0.073
18 H -0.128 2.132 0.599  0.134
19 H -0.382 1.662 -3.483  0.061
20 H -0.291 -2.106 3.450  0.074

=====

Molecular formula: C29H38HgN4OP2
Method: DFT, ωB97M-V/def2-TZVPD

## Properties
Total energy, eV: -61439.69282
Highest occupied orbital energy (alpha / beta), eV: -5.49 / -6.22
HOMO-LUMO gap (alpha / beta), eV: 5.103 / 6.436
Lowest unoccupied orbital energy (alpha / beta), eV: -0.39 / 0.22

Each line ends with the Löwdin charge.
Geometry (Å):
1 Hg -0.081 2.522 0.915  0.848
2 P -1.251 -1.041 1.333  1.081
3 P 1.905 -0.453 1.101  1.060
4 O -2.957 0.613 3.832  0.061
5 N 3.114 0.823 0.406  -0.195
6 N -2.680 -2.017 1.598  -0.261
7 N -2.209 0.311 0.622  -0.212
8 N 3.103 -1.613 1.422  -0.288
9 C 0.420 -0.245 -4.165  -0.176
10 C -0.850 2.365 -4.847  -0.189
11 C -2.173 0.154 4.567  -0.274
12 C 4.052 0.728 -0.630  -0.152
13 C -4.054 -3.173 2.979  -0.099
14 C -1.812 1.749 -3.903  -0.127
15 C 0.583 2.609 -4.314  -0.183
16 C -1.289 -0.441 5.482  -0.098
17 C -4.811 -2.765 1.833  -0.085
18 C -1.097 -0.617 -4.278  -0.183
19 C -2.226 1.667 1.187  -0.342
20 C -2.039 0.434 -3.757  -0.138
21 C 3.223 2.120 0.933  -0.222
22 C -0.401 -1.740 -0.147  -0.347
23 C -2.761 -2.702 2.830  -0.164
24 C 0.572 1.458 2.841  -0.377
25 C 4.434 -2.647 2.928  -0.097
26 C -2.747 2.528 0.156  -0.150
27 C -3.128 1.721 -0.913  -0.101
28 C 0.909 0.605 -3.017  -0.136
29 C 4.006 -3.616 1.959  -0.092
30 C 3.888 -1.432 2.583  -0.131
31 C 3.196 -2.961 1.048  -0.130
32 C 4.746 1.945 -0.738  -0.103
33 C 4.190 2.844 0.231  -0.101
34 C 0.905 1.937 -3.001  -0.094
35 C -3.961 -2.039 1.004  -0.110
36 C 1.059 -1.226 -0.311  -0.403
37 C -2.742 0.410 -0.631  -0.168
38 H -0.437 -2.835 -0.001  0.088
39 H -0.972 -1.507 -1.068  0.062
40 H -1.890 -2.749 3.474  0.082
41 H 5.040 -2.818 3.802  0.090
42 H -0.880 -1.357 4.985  0.084
43 H -0.148 1.793 3.592  -0.044
44 H 0.730 3.688 -4.229  0.102
45 H 0.543 0.351 2.841  -0.137
46 H 1.269 2.220 -5.102  0.116
47 H -1.286 -1.553 -3.719  0.097
48 H 1.585 1.782 3.137  -0.044
49 H -2.456 2.444 -3.368  0.083
50 H 0.660 0.191 -5.151  0.099
51 H -1.252 3.356 -5.101  0.109
52 H 0.955 -1.208 -4.103  0.108
53 H -3.627 2.016 -1.831  0.091
54 H 1.595 0.055 -2.364  0.068
55 H -3.046 0.068 -3.470  0.109
56 H 4.182 -0.160 -1.221  0.095
57 H -0.793 1.819 -5.803  0.115
58 H -0.450 0.262 5.705  0.078
59 H -1.310 -0.827 -5.366  0.126
60 H 2.625 2.431 1.762  0.018
61 H 5.557 2.180 -1.411  0.083
62 H -4.156 -1.538 0.068  0.085
63 H -2.743 3.608 0.306  0.093
64 H 1.000 -0.345 -0.959  0.015
65 H -1.886 -0.686 6.391  0.113
66 H 4.444 3.885 0.391  0.088
67 H 2.665 -3.331 0.181  0.090
68 H 4.250 -4.667 1.978  0.089
69 H 1.681 -1.994 -0.807  0.076
70 H 1.286 2.513 -2.138  0.088
71 H -4.395 -3.735 3.832  0.089
72 H -2.839 -0.458 -1.273  0.092
73 H -5.850 -2.996 1.656  0.091
74 H -2.616 1.746 2.198  0.084
75 H 3.929 -0.460 3.050  0.104

=====

Molecular formula: C15H18AsBaN3O2S5
Method: DFT, ωB97M-V/def2-TZVPD

## Properties
Total energy, eV: -140126.92431
Relative energy (zero: lowest compared OMol25 entry of this formula, charge and spin), kJ/mol: 255.27
Net charge: -2
Highest occupied orbital energy, eV: -0.49
HOMO-LUMO gap, eV: 4.506
Lowest unoccupied orbital energy, eV: 4.01

Each line ends with the Löwdin charge.
Geometry (Å):
1 Ba 1.489 1.986 -0.384  1.406
2 As -1.547 3.632 -0.891  -0.708
3 S 1.061 -2.719 -0.639  0.530
4 S 0.393 4.577 -0.561  -0.381
5 S -1.239 1.457 -0.903  -0.374
6 S -2.320 4.230 -2.776  -0.331
7 S -2.881 4.098 0.690  -0.324
8 O 3.452 1.248 0.038  -0.498
9 O 5.310 1.054 1.285  0.017
10 N 0.304 -2.576 -3.151  -0.027
11 N -1.331 -2.071 -1.592  0.000
12 N 1.913 1.183 2.210  0.048
13 C -0.296 1.325 3.091  0.012
14 C -0.635 1.357 5.476  -0.091
15 C 3.213 1.079 2.381  -0.186
16 C -0.188 -1.777 -4.269  -0.237
17 C 1.099 1.214 3.295  -0.198
18 C -0.498 -2.653 -5.478  -0.094
19 C 0.711 1.239 5.701  -0.058
20 C 3.803 0.982 3.658  -0.002
21 C -3.421 -1.332 -2.792  -0.086
22 C -0.057 -2.388 -1.850  -0.913
23 C -2.497 -2.470 -2.378  -0.238
24 C 4.091 1.119 1.129  -0.643
25 C -1.142 1.395 4.163  -0.059
26 C 3.012 1.031 4.769  -0.012
27 C 1.612 1.159 4.618  -0.162
28 H -1.208 -3.438 -5.215  0.060
29 H 0.566 -1.034 -4.544  0.122
30 H 0.411 -3.133 -5.848  0.065
31 H -2.926 -0.616 -3.445  0.065
32 H 1.272 -2.843 -3.213  0.093
33 H -0.921 -2.050 -6.284  0.071
34 H -1.074 -1.233 -3.954  0.089
35 H -4.302 -1.733 -3.301  0.069
36 H -1.507 -1.715 -0.665  0.108
37 H 4.878 0.886 3.706  0.109
38 H -2.138 -3.015 -3.251  0.089
39 H 3.435 0.979 5.767  0.108
40 H -3.068 -3.177 -1.764  0.113
41 H -3.743 -0.766 -1.921  0.071
42 H 1.106 1.216 6.711  0.101
43 H -0.671 1.368 2.071  0.071
44 H -1.315 1.426 6.316  0.094
45 H -2.206 1.497 3.995  0.109

=====

Q: What is the formula in the second record?
A: C22H29N3O2S